1.
Molecular formula: C42H126O21
Method: DFT, ωB97M-V/def2-TZVPD

```
189
Properties=species:S:1:pos:R:3:forces:R:3:mulliken_charge:R:1
C 14.878 -26.444 4.334 0.61 -0.35 2.05 -0.394
C 14.542 -26.917 5.785 -1.09 -0.05 -0.61 -0.524
O 14.649 -28.339 5.885 0.04 0.07 -0.37 -0.528
H 15.889 -26.823 4.184 0.13 0.43 -0.50 0.142
H 14.832 -25.358 4.406 0.32 0.08 -0.50 0.177
H 14.243 -26.802 3.523 -0.25 -0.17 0.44 0.201
H 13.546 -26.550 6.036 -0.55 -0.38 -0.16 0.332
H 15.113 -26.456 6.590 0.85 0.21 -0.46 0.304
H 14.126 -28.680 6.614 -0.03 0.21 0.06 0.293
C 10.257 -25.132 -3.033 0.28 -0.38 0.62 -0.513
C 10.799 -26.140 -4.030 -0.17 0.34 1.03 -0.642
O 12.241 -26.207 -3.851 -0.79 -0.44 -0.60 0.334
H 10.459 -24.092 -3.291 -0.15 -0.03 -0.08 0.185
H 10.780 -25.365 -2.106 0.20 0.23 0.07 -0.311
H 9.218 -25.297 -2.745 -0.23 0.21 -0.54 0.449
H 10.468 -25.917 -5.044 0.43 -0.13 -0.18 0.484
H 10.407 -27.110 -3.724 0.02 -0.16 -0.31 0.369
H 12.637 -25.668 -4.541 0.29 0.48 -0.14 -0.121
C 21.041 -23.923 -0.450 0.77 0.08 -0.11 -1.085
C 20.813 -23.154 -1.786 -0.48 -0.06 1.61 0.307
O 19.612 -23.612 -2.384 0.37 0.58 0.05 0.029
H 21.012 -25.012 -0.424 -0.46 -0.17 -0.98 0.215
H 20.313 -23.628 0.306 0.08 0.29 -0.01 0.077
H 22.056 -23.792 -0.074 0.03 0.71 0.20 0.469
H 21.651 -23.125 -2.482 0.11 -0.52 -0.03 0.597
H 20.628 -22.111 -1.530 0.07 0.13 0.10 -0.392
H 19.880 -24.436 -2.798 -0.49 -0.66 -0.77 -0.125
C 12.546 -19.514 -4.690 0.35 -0.04 -0.60 -1.624
C 13.184 -20.655 -3.941 1.76 1.07 -0.49 0.979
O 12.360 -21.550 -3.308 -1.36 -0.99 0.88 -0.205
H 12.281 -18.698 -4.018 -0.30 -0.10 -0.14 0.352
H 11.751 -19.766 -5.391 -0.37 -0.26 0.46 0.351
H 13.318 -19.154 -5.370 0.23 0.35 0.15 0.446
H 13.853 -20.220 -3.199 0.03 0.36 0.19 -0.032
H 13.869 -21.263 -4.531 0.03 0.26 -0.88 -0.369
H 13.028 -22.144 -2.959 -0.64 -0.72 0.53 -0.032
C 15.222 -28.559 -3.208 0.00 -2.31 0.24 1.182
C 15.882 -29.968 -2.905 1.64 1.55 -0.60 -0.739
O 17.323 -29.708 -2.713 -0.67 0.08 0.14 -0.332
H 15.401 -27.903 -2.356 -0.09 0.08 -0.19 -0.815
H 14.161 -28.749 -3.367 -0.05 0.23 0.44 -0.184
H 15.564 -28.147 -4.157 0.51 0.00 0.21 0.068
H 15.873 -30.652 -3.753 -0.75 0.08 -0.14 0.276
H 15.562 -30.496 -2.007 -0.68 0.37 -0.04 0.391
H 17.669 -30.503 -2.302 0.24 -0.01 0.01 0.194
C 10.200 -23.980 0.259 1.43 -1.99 -0.32 -0.546
C 9.472 -22.791 0.679 -0.81 0.07 -0.21 -0.361
O 8.453 -22.623 -0.307 -1.20 0.69 1.13 -0.537
H 9.526 -24.824 0.112 -0.45 0.27 -0.51 0.328
H 10.869 -24.461 0.972 0.62 0.71 0.24 0.423
H 10.715 -23.742 -0.672 0.23 -0.40 0.01 -0.072
H 10.118 -21.923 0.812 -0.03 0.22 -0.15 0.185
H 9.017 -23.025 1.641 -0.54 0.48 -0.08 0.339
H 8.735 -22.460 -1.210 0.79 0.06 -0.12 0.329
C 17.149 -28.186 1.278 0.33 0.79 0.25 -1.478
C 17.255 -27.016 0.267 0.43 -1.58 0.57 1.520
O 17.339 -25.761 0.927 -0.60 -0.62 0.09 -0.244
H 17.599 -27.820 2.201 -0.14 -0.24 0.24 0.330
H 17.708 -29.070 0.971 0.03 0.10 -0.23 0.373
H 16.118 -28.496 1.447 0.02 0.18 0.20 0.273
H 16.388 -27.216 -0.362 -0.05 0.99 -0.53 -0.591
H 18.181 -27.183 -0.283 -0.09 0.12 -0.44 -0.293
H 17.084 -25.065 0.316 0.13 0.39 -0.08 0.046
C 14.003 -21.889 1.408 -1.18 -0.54 -2.19 -0.699
C 14.927 -22.904 1.976 -0.15 1.86 -0.63 0.298
O 14.847 -22.615 3.342 1.14 -1.30 1.75 -0.630
H 14.383 -20.868 1.425 0.15 -0.12 0.33 0.250
H 13.004 -21.945 1.843 0.02 0.06 0.00 0.348
H 13.959 -22.183 0.360 -0.57 0.47 -0.57 -0.031
H 15.840 -22.631 1.446 0.94 -0.46 0.70 0.047
H 14.715 -23.937 1.701 -0.33 -0.04 0.61 0.129
H 15.381 -21.840 3.530 0.06 0.05 -0.06 0.369
C 12.246 -27.396 -0.126 0.83 -0.48 0.67 -0.732
C 11.422 -28.270 -1.056 -0.70 0.31 -1.10 -0.434
O 12.001 -28.545 -2.317 1.00 -0.43 -0.28 -0.464
H 11.848 -27.397 0.889 -0.19 -0.15 0.02 0.447
H 12.487 -26.352 -0.327 -0.80 0.14 -0.82 0.064
H 13.251 -27.811 -0.056 0.09 -0.46 0.12 0.168
H 10.463 -27.843 -1.349 -0.44 0.38 0.86 0.290
H 11.219 -29.278 -0.693 0.09 0.26 0.72 0.406
H 12.293 -27.723 -2.718 0.15 0.41 -0.19 0.018
C 18.862 -23.518 3.413 -0.02 1.31 -0.37 -0.584
C 19.117 -22.971 4.803 0.05 -0.33 -0.57 -0.377
O 20.353 -23.504 5.225 0.35 0.09 0.84 -0.532
H 19.663 -23.117 2.791 0.10 -0.02 -0.19 0.277
H 17.941 -23.078 3.030 -0.25 -0.52 -0.22 0.015
H 18.923 -24.600 3.301 -0.48 -0.02 0.30 0.361
H 18.288 -23.151 5.488 0.00 -0.44 0.24 0.282
H 19.227 -21.887 4.790 0.14 0.04 -0.19 0.221
H 20.324 -24.447 5.048 0.07 -0.10 0.08 0.313
C 21.990 -19.047 -1.538 -0.02 -0.94 0.12 -0.318
C 23.450 -19.091 -1.991 -0.84 1.47 1.03 -0.631
O 23.469 -18.723 -3.369 0.90 -0.87 0.44 -0.499
H 21.400 -18.196 -1.876 0.50 0.26 -0.07 0.326
H 21.857 -19.141 -0.460 0.36 0.13 0.02 0.325
H 21.487 -19.927 -1.939 -0.11 -0.10 -0.18 -0.192
H 23.958 -20.008 -1.692 -0.30 -0.60 -0.73 0.326
H 24.055 -18.345 -1.476 -0.22 0.37 0.33 0.408
H 24.393 -18.497 -3.498 0.01 0.16 -0.78 0.264
C 19.301 -18.657 0.659 -0.23 -0.41 0.80 -0.640
C 18.345 -18.924 1.817 -0.29 0.28 -0.21 -0.394
O 17.153 -19.601 1.378 0.40 0.01 0.82 -0.489
H 19.356 -19.609 0.131 0.05 0.23 -0.58 -0.049
H 20.315 -18.437 0.992 -0.10 0.18 0.17 0.487
H 18.928 -17.813 0.078 0.10 -0.28 -0.39 0.261
H 18.067 -17.992 2.311 -0.19 0.23 -0.11 0.251
H 18.820 -19.499 2.612 -0.04 -0.47 -0.20 0.288
H 17.031 -19.564 0.427 0.14 0.08 -0.25 0.303
C 20.655 -20.194 -5.119 0.16 0.79 -0.17 -0.094
C 20.361 -18.694 -4.884 0.53 -0.67 1.34 -0.300
O 21.541 -17.940 -5.111 -0.80 0.24 -1.10 -0.651
H 21.453 -20.560 -4.472 0.04 0.19 0.26 0.198
H 21.082 -20.203 -6.122 -0.27 -0.52 -0.22 0.414
H 19.811 -20.871 -4.987 -0.07 0.21 -0.28 -0.382
H 20.115 -18.489 -3.842 -0.43 -0.37 0.20 -0.006
H 19.491 -18.356 -5.448 0.41 0.21 -0.49 0.441
H 22.172 -18.273 -4.469 0.42 0.07 0.16 0.456
C 19.302 -23.573 -6.221 -0.73 0.20 0.55 -0.882
C 19.778 -24.198 -7.501 -0.03 0.44 -0.38 -0.635
O 20.060 -25.561 -7.314 0.58 -1.01 0.53 -0.412
H 18.408 -24.069 -5.843 -0.27 -0.20 -0.23 0.305
H 19.016 -22.529 -6.343 0.19 0.04 -0.14 0.459
H 19.981 -23.654 -5.372 0.47 0.20 -0.34 0.344
H 20.679 -23.711 -7.872 -0.06 0.33 -0.03 0.408
H 19.027 -24.186 -8.291 -0.22 0.62 0.01 0.242
H 20.933 -25.706 -7.687 -0.02 -0.39 0.12 0.270
C 20.111 -27.533 -2.460 -0.05 0.03 0.98 -1.268
C 19.220 -26.852 -3.515 1.23 -1.30 -0.37 0.930
O 19.924 -25.720 -4.037 0.09 0.17 0.60 -0.715
H 19.857 -28.536 -2.118 -0.68 -0.23 -0.81 0.282
H 20.097 -27.053 -1.481 0.14 0.77 -0.13 0.024
H 21.151 -27.617 -2.776 -0.06 0.32 -0.28 0.370
H 18.223 -26.575 -3.173 0.08 -0.11 0.13 -0.209
H 19.163 -27.563 -4.338 -0.56 -0.11 0.03 0.110
H 19.827 -25.676 -4.991 -0.03 -0.10 -0.21 0.067
C 15.317 -23.111 -6.325 0.51 -1.07 -1.01 -0.914
C 14.610 -24.473 -6.068 -0.16 1.68 0.94 0.067
O 13.358 -24.058 -5.489 -0.27 -1.20 0.58 -0.384
H 15.623 -22.644 -5.389 0.07 -0.29 0.05 -0.105
H 14.689 -22.378 -6.830 -0.35 -0.25 -0.07 0.532
H 16.176 -23.241 -6.983 0.31 0.07 0.17 0.284
H 15.154 -25.025 -5.302 -0.06 0.22 0.40 -0.127
H 14.471 -25.251 -6.819 -0.01 0.69 -0.83 0.465
H 12.831 -23.583 -6.136 0.07 0.01 -0.18 0.201
C 17.967 -19.841 -2.896 -2.03 -0.22 0.65 -0.416
C 16.520 -20.345 -2.725 0.40 1.81 -3.37 -0.204
O 16.204 -20.789 -1.525 -0.83 -0.90 3.79 -0.277
H 18.519 -20.748 -3.142 0.88 0.70 0.06 -0.074
H 18.127 -19.379 -1.922 0.91 -0.24 0.02 -0.135
H 17.921 -19.009 -3.599 0.61 -0.50 -0.44 0.479
H 16.297 -21.102 -3.476 -0.06 -0.14 -0.57 -0.358
H 15.858 -19.498 -2.906 -0.14 0.10 -0.28 0.660
H 16.687 -21.592 -1.315 0.15 -0.70 0.37 0.210
C 13.258 -30.033 -5.905 -0.22 0.39 -0.50 -0.517
C 11.739 -30.206 -5.519 3.61 -0.48 0.35 -0.308
O 11.174 -28.972 -5.737 -1.85 0.73 -0.84 -0.629
H 13.928 -30.882 -5.771 -0.10 -0.02 0.49 0.352
H 13.621 -29.114 -5.445 0.19 -0.35 0.90 -0.174
H 13.437 -29.700 -6.927 -0.73 -0.50 -0.60 0.354
H 11.748 -30.462 -4.460 -0.34 -0.17 0.15 0.190
H 11.346 -31.054 -6.080 -0.69 0.57 -0.22 0.392
H 11.489 -28.335 -5.093 0.17 -0.17 0.24 0.378
C 17.634 -29.063 -6.296 0.43 0.40 -1.72 -0.846
C 18.720 -28.691 -7.384 -1.96 0.10 1.60 -0.169
O 19.278 -29.841 -7.926 0.71 -0.58 -0.25 -0.542
H 17.286 -28.082 -5.971 -0.22 -0.17 0.55 0.098
H 17.919 -29.725 -5.478 0.46 0.39 0.02 0.271
H 16.815 -29.559 -6.816 -0.15 0.00 0.01 0.476
H 19.392 -27.975 -6.911 0.66 -0.26 -0.16 0.094
H 18.191 -28.142 -8.163 -0.11 0.22 -0.04 0.300
H 19.512 -29.654 -8.838 0.13 -0.14 0.01 0.337
C 15.248 -24.584 -1.841 1.48 0.36 -0.33 0.533
C 16.736 -24.192 -1.996 0.45 -0.83 -0.40 -0.201
O 17.254 -23.381 -0.945 -1.24 0.35 0.90 0.258
H 14.684 -23.882 -2.456 -0.66 0.18 0.89 -0.430
H 15.117 -24.675 -0.763 -0.87 0.62 -0.01 -0.133
H 15.006 -25.572 -2.232 0.41 -0.06 -0.23 -0.443
H 16.997 -23.633 -2.895 -0.47 -0.41 -0.57 0.622
H 17.343 -25.097 -1.966 0.00 -0.22 -0.36 0.087
H 18.190 -23.325 -1.150 0.67 -0.07 -0.14 -0.164
C 7.576 -19.779 -2.380 0.97 -1.64 -0.23 -1.156
C 9.090 -20.175 -2.416 0.12 1.73 0.61 -0.153
O 9.384 -21.410 -3.007 -1.15 -1.05 -0.41 -0.560
H 7.210 -20.147 -3.338 -0.36 0.26 -0.10 0.276
H 7.358 -18.716 -2.272 0.45 -0.06 -0.05 0.363
H 7.044 -20.329 -1.604 0.04 0.01 0.05 0.273
H 9.583 -20.202 -1.444 -0.43 0.45 0.48 0.239
H 9.604 -19.399 -2.984 0.08 0.28 -0.14 0.376
H 10.336 -21.531 -2.959 0.44 0.00 -0.15 0.378
```
Positions in Å, forces in eV/Å.

* E_HOMO: -9.51 eV
* energy: -3255.480039 hartree
* maximum force: 4.0 eV/Å
* relative energy (zero: lowest compared OMol25 entry of this formula, charge and spin): 124.22 kcal per mole
* LUMO level: 0.15 eV
* gap between HOMO and LUMO: 9.7 eV
* multiplicity: 1

---

2.
Molecular formula: C42H24BrF4N7O5Os
Method: DFT, ωB97M-V/def2-TZVPD

```
84
Properties=species:S:1:pos:R:3:forces:R:3:mulliken_charge:R:1
Os 0.472 0.136 -0.324 -0.62 0.30 0.07 0.920
O -1.864 2.882 1.454 0.47 -0.35 -0.13 -0.581
C -1.183 2.258 0.686 -1.87 1.19 -1.19 0.195
O -0.126 1.574 0.955 2.08 -1.75 0.26 -0.767
C -1.481 2.232 -0.814 -0.20 0.26 0.52 0.719
C -2.356 3.170 -1.366 0.06 -0.23 -0.22 -0.923
C -2.465 3.230 -2.732 0.10 -0.09 0.31 -0.721
C -1.698 2.352 -3.521 0.30 -0.41 0.27 0.776
C -1.712 2.400 -4.932 0.10 -0.15 -0.12 -0.841
C -0.993 1.502 -5.671 -0.24 0.26 -0.01 -0.734
C -0.244 0.505 -5.031 0.01 -0.02 0.36 -1.031
C -0.191 0.439 -3.664 0.09 -0.09 -0.08 -0.548
C -0.889 1.368 -2.871 -0.21 0.22 -0.90 0.506
N -0.796 1.335 -1.512 -0.02 0.19 0.13 0.546
H -2.904 3.817 -0.699 0.03 0.04 0.05 0.566
H -3.126 3.939 -3.209 -0.02 0.10 -0.05 0.507
H -2.305 3.162 -5.412 -0.11 0.08 -0.09 0.451
H -1.015 1.538 -6.747 -0.04 0.06 -0.16 0.490
H 0.286 -0.227 -5.620 0.08 -0.11 -0.09 0.570
H 0.363 -0.348 -3.184 0.03 -0.04 -0.01 0.734
O -2.608 -4.148 2.744 -0.21 -0.27 0.17 -0.487
C -2.138 -3.096 2.116 0.42 0.75 -0.36 0.942
C -1.503 -2.010 2.744 -0.06 0.00 -0.15 -0.840
C -0.953 -1.017 1.975 -0.02 -0.12 0.85 -0.298
N -0.999 -1.006 0.632 0.59 0.28 -0.39 -0.018
C -1.697 -1.988 0.038 -0.31 -0.38 -0.37 0.259
Br -1.926 -1.890 -1.823 -0.03 -0.07 0.08 0.015
C -2.270 -3.034 0.720 0.02 -0.02 0.15 -0.613
H -2.486 -4.109 3.705 -0.01 0.05 -0.14 0.333
H -1.427 -1.953 3.818 0.04 0.04 0.10 0.373
H -0.448 -0.178 2.436 0.02 -0.08 -0.01 0.547
H -2.809 -3.809 0.198 -0.01 0.01 -0.08 0.480
F 2.548 -1.190 3.886 0.11 -0.02 0.10 -0.272
C 3.716 -0.647 4.263 0.47 0.21 -0.20 -0.132
C 4.226 -0.920 5.514 0.20 0.11 0.08 0.295
F 3.527 -1.707 6.324 -0.01 0.13 -0.21 -0.290
C 5.473 -0.397 5.939 -0.42 0.32 -0.94 0.371
C 6.116 0.494 5.045 -0.12 -0.26 0.13 0.146
C 5.617 0.727 3.777 -0.44 -0.19 0.01 0.269
F 6.287 1.526 2.946 0.02 -0.05 0.17 -0.293
C 4.426 0.128 3.332 0.38 -0.14 1.36 0.498
C 4.016 0.202 1.956 -1.04 -0.12 -0.14 -0.139
C 2.789 -0.156 1.484 1.07 0.06 0.71 0.993
N 1.790 -0.470 0.966 -0.23 0.19 -0.06 -0.518
C 4.917 0.535 0.943 0.64 0.08 -0.77 -0.047
N 5.635 0.753 0.070 0.02 0.12 0.43 -0.624
F 7.250 1.080 5.400 -0.20 -0.08 -0.20 -0.282
C 6.071 -0.791 7.166 0.05 0.02 0.27 0.533
C 7.254 -0.234 7.666 -0.06 0.09 -0.16 0.091
N 8.225 0.194 8.104 0.58 0.25 0.31 -0.414
C 5.562 -1.837 7.944 -0.12 -0.11 0.01 -0.013
N 5.187 -2.720 8.574 -0.18 -0.43 0.37 -0.429
C 3.183 1.972 -6.608 0.00 -0.03 -0.12 -1.600
C 3.978 2.048 -5.345 0.00 -0.38 0.29 0.749
C 4.524 3.278 -4.970 0.10 0.01 0.19 -0.794
C 5.249 3.429 -3.784 0.03 -0.19 0.20 -1.076
C 5.403 2.358 -2.953 0.05 0.45 0.00 -1.130
C 4.865 1.085 -3.303 0.07 -0.21 -0.15 0.792
N 5.126 0.100 -2.437 0.32 1.10 -0.11 0.697
C 4.780 -1.255 -2.419 -0.27 -1.32 0.10 -1.200
C 5.819 -2.178 -2.560 -0.28 0.40 -0.10 -0.268
C 5.561 -3.538 -2.555 -0.19 -0.03 0.05 -0.686
C 4.262 -3.999 -2.395 0.11 0.05 -0.03 -0.830
C 3.237 -3.098 -2.185 -0.02 0.21 -0.07 -1.360
C 3.474 -1.721 -2.175 0.34 0.01 0.11 0.819
C 2.363 -0.851 -1.747 0.42 -0.04 -0.40 2.100
O 2.450 0.389 -1.548 -0.87 0.26 0.68 -1.006
O 1.240 -1.400 -1.481 -0.67 -0.07 0.20 -0.692
C 4.165 0.925 -4.542 -0.14 0.28 -0.27 1.354
C 3.666 -0.410 -4.983 -0.01 -0.09 -0.14 -1.219
H 3.113 2.950 -7.074 -0.04 0.07 -0.05 0.434
H 2.177 1.618 -6.396 -0.12 -0.04 -0.07 0.230
H 3.638 1.294 -7.327 0.00 -0.05 -0.09 0.415
H 4.385 4.133 -5.615 -0.02 0.06 -0.08 0.439
H 5.674 4.387 -3.532 0.04 0.07 0.07 0.454
H 5.932 2.458 -2.018 0.09 -0.03 0.12 0.551
H 5.640 0.401 -1.586 -0.11 -0.07 -0.26 0.498
H 6.822 -1.811 -2.716 0.09 0.04 0.01 0.546
H 6.373 -4.237 -2.678 0.09 -0.05 -0.03 0.466
H 4.056 -5.056 -2.410 -0.02 -0.13 0.01 0.491
H 2.229 -3.444 -2.015 -0.04 -0.06 0.05 0.586
H 4.392 -1.192 -4.770 -0.07 -0.04 -0.11 0.353
H 3.463 -0.416 -6.048 0.01 -0.02 -0.02 0.518
H 2.741 -0.672 -4.467 -0.07 -0.05 -0.03 0.102
```
Positions in Å, forces in eV/Å.

* charge: +2
* E_HOMO (alpha / beta): -12.28 / -13.48 eV
* energy: -5437.952497 hartree
* maximum force: 2.7 eV/Å
* relative energy (zero: lowest compared OMol25 entry of this formula, charge and spin): 0.00 kcal per mole
* LUMO level (alpha / beta): -5.99 / -8.43 eV
* gap between HOMO and LUMO (alpha / beta): 6.3 / 5.1 eV
* multiplicity: 5